Here is C34H45CsFN5O9S4Si as an isolated structure from the OMol25 dataset. Energies are from ωB97M-V with the def2-TZVPD basis set.

The lowest unoccupied orbital energy comes out at 0.09603 hartree. The value obtained for the relative energy (zero: lowest compared OMol25 entry of this formula, charge and spin) is 8.0 kcal/mol. Its gap between HOMO and LUMO is 0.1801 Ha. As for the spin multiplicity: 1. As for the charge: -2. For the total energy, the calculation gives -116351.245 eV.

```
100
Properties=species:S:1:pos:R:3:forces:R:3
Cs -0.5926 0.4444 0.1651 0.2989 -0.1666 0.1126
C -0.4860 -0.1422 3.8689 -0.0089 -0.0205 -0.0119
Si 0.7122 1.2942 4.0293 -0.0199 0.0577 -0.0354
C -0.0732 2.4431 5.3245 0.0052 -0.0109 0.0057
C 2.3040 0.6382 4.8102 -0.0103 -0.0153 -0.0072
N 0.9433 1.9598 2.4903 0.0172 0.0360 0.0644
C 1.6681 3.0497 2.2138 0.0249 0.0099 -0.0547
C 2.2611 3.9631 3.1328 0.0420 0.0597 0.0055
C 2.9709 5.0876 2.7377 -0.0114 -0.0201 0.0264
C 3.1605 5.4000 1.3987 0.0016 -0.0078 -0.0250
C 2.6197 4.5281 0.4507 0.0159 -0.0149 -0.0029
C 1.9302 3.4225 0.8669 -0.0440 -0.0415 0.0715
F 1.4395 2.5820 -0.1033 0.0898 0.0554 -0.1154
H -0.6467 -0.6329 4.8333 -0.0163 -0.0015 0.0009
H -0.1186 -0.9031 3.1768 0.0201 -0.0113 -0.0196
H -1.4583 0.2023 3.5034 -0.0099 -0.0090 0.0075
H -0.4391 1.8601 6.1759 0.0027 0.0039 0.0064
H -0.9228 2.9792 4.8937 -0.0025 -0.0056 -0.0068
H 0.6290 3.1870 5.7074 -0.0112 0.0040 0.0099
H 2.1110 0.1507 5.7712 0.0106 -0.0008 0.0068
H 3.0200 1.4476 4.9759 0.0016 0.0013 0.0067
H 2.7750 -0.0860 4.1404 -0.0095 0.0050 0.0020
H 2.1427 3.7726 4.1925 -0.0187 -0.0315 -0.0061
H 3.3840 5.7358 3.5042 0.0040 0.0062 -0.0077
H 3.7103 6.2803 1.0932 -0.0003 0.0004 -0.0009
H 2.7352 4.6951 -0.6146 0.0121 0.0191 0.0071
C 0.2554 -5.8570 2.1670 -0.0187 0.0037 -0.0445
C -0.6734 -4.9057 1.4164 0.0494 -0.0760 -0.0414
S -0.1733 -3.1786 1.3222 -0.1131 0.0578 0.0478
C 1.3032 -3.2429 0.2830 0.0868 -0.0224 -0.0160
C 2.6222 -3.5840 0.9585 -0.0164 -0.0642 -0.0542
S 3.1247 -2.5536 2.3525 0.0113 0.0166 -0.0030
C 2.1229 -3.1392 3.7492 -0.0075 -0.0157 0.0182
C 2.1351 -4.6574 3.9714 0.0576 0.0315 -0.0104
S 0.5239 -5.4947 3.9232 -0.0215 -0.0287 0.0133
H 1.2195 -5.9338 1.6672 -0.0048 -0.0043 0.0195
H -0.1862 -6.8566 2.1418 0.0003 0.0036 0.0006
H -1.6514 -4.8897 1.9003 -0.0031 0.0168 0.0043
H -0.8116 -5.2869 0.4009 -0.0003 0.0135 -0.0034
H 1.3901 -2.2479 -0.1550 -0.0024 -0.0088 0.0097
H 1.1455 -3.9379 -0.5444 0.0065 0.0068 0.0224
H 3.3884 -3.4371 0.1949 0.0198 0.0299 -0.0037
H 2.6794 -4.6379 1.2279 -0.0086 0.0428 0.0174
H 1.1013 -2.7853 3.6555 -0.0021 0.0091 -0.0021
H 2.5689 -2.6325 4.6072 0.0049 -0.0040 -0.0035
H 2.5108 -4.8827 4.9710 -0.0100 -0.0054 0.0021
H 2.8038 -5.1609 3.2731 -0.0169 -0.0091 0.0155
C -2.0468 2.1618 -4.0717 -0.0115 0.0100 0.0017
N -0.7188 2.1220 -3.4856 0.0533 -0.0267 -0.0316
C -0.4257 3.2950 -2.6640 0.0122 0.0049 0.0366
C -0.0784 0.9306 -3.3319 -0.0956 0.0030 0.0014
S -0.8576 -0.5381 -3.6119 -0.0012 0.0436 0.0214
N 1.2157 0.9838 -2.9155 0.0425 -0.0290 -0.0115
C 1.9223 -0.2346 -2.5340 0.0361 0.0222 0.0662
C 2.1193 2.0429 -3.3425 -0.0212 0.0097 0.0008
H -2.2038 3.1666 -4.4706 -0.0066 -0.0042 0.0035
H -2.8113 1.9555 -3.3182 0.0079 -0.0031 0.0103
H -2.1282 1.4308 -4.8700 0.0081 0.0000 -0.0091
H -1.3267 3.5599 -2.1108 -0.0011 0.0052 -0.0057
H -0.1111 4.1414 -3.2825 -0.0070 -0.0008 -0.0098
H 0.3512 3.0812 -1.9389 -0.0078 -0.0084 -0.0096
H 1.2714 -0.9121 -1.9920 -0.0164 -0.0237 -0.0606
H 2.7563 0.0419 -1.8886 0.0100 0.0021 -0.0156
H 2.3078 -0.7770 -3.3986 0.0021 -0.0185 -0.0038
H 1.6049 2.7521 -3.9837 -0.0004 0.0045 -0.0141
H 2.9351 1.5913 -3.9136 0.0037 -0.0007 0.0000
H 2.5455 2.5707 -2.4868 -0.0113 0.0024 0.0071
O -3.3995 0.7239 0.5905 -0.3279 0.1099 -0.0028
C -3.5364 1.8481 0.0727 -0.1476 0.1142 -0.0927
O -2.7505 2.4815 -0.6655 0.0105 -0.0753 0.1118
C -4.8638 2.5667 0.3686 0.1263 -0.0906 -0.0278
C -5.9975 1.8314 0.6780 0.0265 -0.0031 0.0841
C -7.1883 2.5009 0.9056 0.0080 0.0207 -0.1019
C -7.2884 3.8785 0.8678 -0.0153 0.0612 0.0131
C -6.1346 4.5803 0.5736 0.0593 -0.0155 0.1693
C -4.9297 3.9500 0.3086 -0.0280 0.0906 -0.0564
N -6.2104 6.0555 0.5241 -0.1511 0.1735 -0.7062
O -7.3005 6.5782 0.6992 0.2222 -0.1620 0.2225
O -5.2047 6.6681 0.2212 -0.1136 -0.1759 0.2956
N -8.4069 1.7279 1.2065 0.0333 -0.0003 0.3321
O -9.4266 2.3476 1.4567 0.0311 -0.0367 -0.1282
O -8.3180 0.5182 1.2277 -0.0462 0.0335 -0.1098
H -5.9167 0.7557 0.7446 -0.0628 0.0028 0.0055
H -8.2210 4.3826 1.0574 -0.0200 0.0033 0.0070
H -4.0399 4.5024 0.0438 -0.0170 0.0458 0.0071
O 4.4199 -5.7660 -4.3796 0.0166 -0.0141 0.0002
C 3.3995 -5.0093 -4.8995 0.0149 0.0140 0.0071
C 3.1355 -5.0200 -6.2647 -0.0011 0.0067 0.0128
C 2.1122 -4.2402 -6.7884 -0.0012 -0.0076 -0.0071
C 1.3601 -3.4412 -5.9423 -0.0098 0.0162 0.0348
C 1.6456 -3.4297 -4.5814 -0.0012 -0.0322 -0.0123
C 2.6554 -4.2113 -4.0331 -0.0537 -0.0199 0.0359
C 2.8888 -4.1717 -2.5167 0.0953 0.1768 -0.0580
O 2.7026 -5.2350 -1.8972 -0.0590 -0.1056 0.0497
O 3.1958 -3.0442 -2.0622 0.0010 -0.0256 -0.0795
H 4.8438 -6.2328 -5.1057 -0.0095 0.0076 0.0048
H 3.7393 -5.6432 -6.9195 0.0007 -0.0016 -0.0053
H 1.9135 -4.2612 -7.8537 -0.0044 0.0058 0.0004
H 0.5584 -2.8206 -6.3234 0.0105 -0.0067 -0.0206
H 1.0630 -2.7942 -3.9247 0.0227 0.0026 0.0091
```
Forces are in eV/Å.